{"formula": "C92H201N9O13", "method": "ωB97M-V/def2-TZVPD", "symbols": ["C", "C", "O", "H", "H", "H", "H", "H", "H", "C", "C", "C", "C", "C", "C", "N", "O", "C", "C", "C", "H", "H", "H", "H", "H", "H", "H", "H", "H", "H", "H", "H", "H", "H", "H", "H", "H", "H", "H", "C", "C", "C", "C", "C", "C", "N", "O", "C", "C", "C", "H", "H", "H", "H", "H", "H", "H", "H", "H", "H", "H", "H", "H", "H", "H", "H", "H", "H", "H", "C", "C", "C", "C", "C", "C", "N", "O", "C", "C", "C", "H", "H", "H", "H", "H", "H", "H", "H", "H", "H", "H", "H", "H", "H", "H", "H", "H", "H", "H", "C", "C", "C", "C", "C", "C", "N", "O", "C", "C", "C", "H", "H", "H", "H", "H", "H", "H", "H", "H", "H", "H", "H", "H", "H", "H", "H", "H", "H", "H", "C", "C", "C", "C", "C", "C", "N", "O", "C", "C", "C", "H", "H", "H", "H", "H", "H", "H", "H", "H", "H", "H", "H", "H", "H", "H", "H", "H", "H", "H", "C", "C", "C", "C", "C", "C", "N", "O", "C", "C", "C", "H", "H", "H", "H", "H", "H", "H", "H", "H", "H", "H", "H", "H", "H", "H", "H", "H", "H", "H", "C", "C", "C", "C", "C", "C", "N", "O", "C", "C", "C", "H", "H", "H", "H", "H", "H", "H", "H", "H", "H", "H", "H", "H", "H", "H", "H", "H", "H", "H", "C", "C", "C", "C", "C", "C", "N", "O", "C", "C", "C", "H", "H", "H", "H", "H", "H", "H", "H", "H", "H", "H", "H", "H", "H", "H", "H", "H", "H", "H", "C", "C", "C", "C", "C", "C", "N", "O", "C", "C", "C", "H", "H", "H", "H", "H", "H", "H", "H", "H", "H", "H", "H", "H", "H", "H", "H", "H", "H", "H", "C", "C", "C", "O", "H", "H", "H", "H", "H", "H", "H", "H", "C", "C", "C", "O", "H", "H", "H", "H", "H", "H", "H", "H", "C", "C", "C", "O", "H", "H", "H", "H", "H", "H", "H", "H"], "xyz": [[0.4716, -1.7516, -5.8821], [1.6342, -0.7749, -5.8165], [2.6064, -1.0912, -6.8357], [0.7773, -2.7602, -5.5350], [0.1632, -1.7753, -6.9791], [-0.3886, -1.3341, -5.2917], [2.0281, -0.7645, -4.8034], [1.2679, 0.2194, -5.8860], [3.4307, -0.5986, -6.6282], [-5.7318, -4.1651, 7.1892], [-5.3577, -4.5643, 5.7351], [-6.6280, -5.1056, 5.0518], [-6.5198, -5.2157, 3.5371], [-6.1172, -3.9111, 2.9755], [-4.8021, -3.3863, 3.5464], [-4.9993, -3.2991, 5.0422], [-3.7337, -2.8473, 5.6510], [-3.5784, -4.1754, 3.0620], [-4.6163, -1.9135, 3.1515], [-4.2281, -5.5815, 5.6821], [-6.3673, -4.9535, 7.6601], [-6.3587, -3.2973, 7.0514], [-4.8474, -3.9850, 7.8544], [-6.9152, -6.0723, 5.4982], [-7.4520, -4.4229, 5.2599], [-7.5007, -5.5119, 3.1315], [-5.8843, -6.1146, 3.3211], [-6.9101, -3.1451, 3.2355], [-5.9188, -3.9456, 1.9061], [-2.7347, -3.6896, 3.5239], [-3.5655, -5.2585, 3.3032], [-3.4396, -4.1355, 1.9358], [-3.6676, -1.5352, 3.5522], [-4.4781, -1.8491, 2.0291], [-5.3873, -1.2985, 3.5204], [-4.5485, -6.5829, 5.3481], [-3.7646, -5.7900, 6.6671], [-3.3272, -5.2547, 5.1283], [-4.0488, -2.0217, 5.9859], [2.3036, 5.5925, -7.1688], [2.3730, 5.0315, -5.7282], [2.8944, 6.2193, -4.8512], [2.7880, 5.8878, -3.3966], [1.3419, 5.6896, -2.9842], [0.6044, 4.6669, -3.8931], [0.9413, 4.9041, -5.2923], [0.3192, 3.8119, -6.0176], [0.9736, 3.2272, -3.4476], [-0.9216, 4.8451, -3.7165], [3.2352, 3.8274, -5.6792], [3.3048, 5.9875, -7.4107], [1.6466, 6.4473, -7.2639], [2.0763, 4.7464, -7.8331], [3.8863, 6.5094, -5.1168], [2.2209, 7.0413, -5.0746], [3.2780, 6.6670, -2.8297], [3.2307, 4.9080, -3.1527], [0.7240, 6.5683, -3.0989], [1.3240, 5.4050, -1.9324], [0.8191, 2.4980, -4.2097], [2.0003, 3.1638, -3.0941], [0.4480, 2.8868, -2.5230], [-1.4172, 5.6849, -4.2114], [-1.5247, 3.9340, -3.8340], [-1.0092, 5.0536, -2.6603], [4.1836, 3.9341, -6.2401], [2.7737, 2.9654, -6.1429], [3.4636, 3.4964, -4.6616], [-0.0562, 4.2743, -6.7747], [4.5670, -5.5986, 0.3356], [4.7640, -4.5424, -0.7323], [6.2100, -4.6147, -1.3159], [6.3731, -3.8981, -2.6791], [5.3359, -4.5303, -3.6170], [3.8771, -4.3785, -3.1276], [3.8176, -4.9526, -1.7839], [2.4696, -4.7777, -1.2502], [3.4941, -2.8718, -3.3753], [2.9164, -5.2659, -3.9768], [4.6198, -3.1323, -0.1191], [5.5314, -5.7241, 0.7690], [4.3283, -6.4900, -0.2355], [3.8623, -5.3889, 1.1520], [6.8955, -4.2666, -0.5702], [6.3792, -5.6954, -1.5772], [7.3360, -4.1735, -3.1375], [6.4225, -2.8026, -2.6641], [5.5096, -5.6399, -3.6443], [5.3910, -4.1068, -4.6247], [2.5881, -2.6231, -2.8904], [4.2741, -2.1707, -3.1787], [3.2094, -2.8140, -4.4098], [2.0305, -5.4102, -3.3716], [2.6352, -4.7477, -4.8733], [3.3794, -6.2472, -4.2357], [5.1840, -2.9514, 0.8230], [3.6193, -2.9871, 0.2457], [4.9213, -2.3564, -0.8149], [2.2793, -3.8094, -1.2525], [6.3323, 3.7677, 0.7214], [5.0060, 3.1182, 0.5195], [5.2715, 1.7934, -0.1909], [5.8381, 0.6668, 0.6568], [4.9974, 0.4859, 1.8819], [4.6808, 1.7527, 2.6496], [4.1709, 2.8609, 1.6941], [3.9767, 4.0118, 2.4786], [3.4949, 1.4968, 3.5807], [5.8795, 2.2563, 3.5047], [4.0817, 3.9211, -0.4017], [6.5456, 4.5511, -0.0078], [7.1954, 3.1173, 0.7779], [6.3937, 4.3546, 1.6215], [4.3834, 1.3808, -0.6865], [5.9096, 1.9615, -1.0332], [6.8434, 0.9342, 1.0011], [5.7956, -0.2865, 0.1553], [5.4956, -0.2150, 2.5392], [4.0151, 0.0601, 1.6003], [3.2066, 2.3678, 4.1941], [2.5745, 1.1547, 3.0612], [3.7492, 0.6272, 4.2807], [6.8566, 2.1891, 3.0031], [5.7828, 3.3351, 3.5871], [6.0658, 1.7866, 4.4823], [3.1984, 3.3409, -0.5739], [4.6560, 4.1415, -1.3279], [3.8159, 4.8612, 0.0850], [3.0685, 4.2448, 2.3052], [5.1224, -1.3524, 6.5963], [4.5832, -2.6121, 5.9455], [4.3764, -2.3315, 4.4600], [4.1164, -3.5420, 3.6222], [5.1471, -4.5531, 3.8725], [5.4035, -4.8642, 5.3758], [5.5918, -3.6295, 6.1106], [5.6561, -3.9481, 7.4918], [4.2332, -5.7329, 5.9200], [6.7324, -5.6157, 5.5507], [3.2727, -2.8988, 6.6588], [6.0813, -1.1362, 6.1571], [5.2659, -1.5910, 7.6361], [4.4004, -0.5351, 6.4884], [3.5202, -1.6269, 4.3540], [5.2729, -1.8371, 4.0377], [4.0930, -3.2215, 2.5881], [3.1448, -3.8943, 3.9057], [6.0518, -4.2049, 3.4051], [4.8965, -5.4870, 3.3536], [3.2601, -5.5681, 5.4832], [4.4612, -6.7553, 5.6937], [4.0781, -5.6479, 6.9902], [6.8924, -6.4695, 4.8479], [7.5410, -4.9747, 5.2103], [6.8399, -6.0547, 6.5440], [2.8127, -1.9356, 6.9261], [3.4268, -3.4407, 7.5634], [2.6018, -3.4847, 6.0185], [6.6017, -3.8593, 7.6650], [0.6223, 4.4303, 3.1331], [0.1179, 5.5709, 2.2485], [-1.3013, 5.9958, 2.7574], [-1.8316, 7.2342, 1.9725], [-0.9114, 8.3983, 2.2776], [0.5035, 8.0621, 1.6972], [0.9799, 6.7449, 2.2804], [2.1758, 6.3906, 1.5516], [0.4677, 8.1568, 0.1679], [1.4531, 9.1536, 2.2045], [0.0287, 4.8717, 0.9240], [-0.2519, 3.7847, 3.1017], [0.8499, 4.6876, 4.1663], [1.4378, 3.8081, 2.7550], [-1.9973, 5.1835, 2.6343], [-1.2878, 6.2698, 3.8330], [-2.9208, 7.2844, 2.1916], [-1.7646, 7.0239, 0.9189], [-0.8850, 8.5119, 3.3708], [-1.2212, 9.3370, 1.8130], [1.4124, 7.7834, -0.2402], [-0.4065, 7.7520, -0.3582], [0.4293, 9.1367, -0.3621], [2.4331, 9.1124, 1.6925], [1.0971, 10.1035, 1.8901], [1.7168, 9.2247, 3.3126], [-0.5278, 3.9598, 1.0774], [0.9741, 4.6061, 0.4653], [-0.4745, 5.4995, 0.1678], [2.8005, 6.6927, 2.1948], [-3.7727, 2.9371, 2.0169], [-4.4090, 2.8131, 0.6224], [-4.8993, 1.3752, 0.4512], [-6.1649, 1.0960, 1.2576], [-7.2466, 2.0981, 0.7353], [-6.7902, 3.5425, 0.9185], [-5.4769, 3.7135, 0.2648], [-5.0448, 5.0362, 0.6646], [-7.7564, 4.5142, 0.2581], [-6.7220, 3.8688, 2.4008], [-3.2926, 3.0288, -0.4121], [-4.4572, 2.7794, 2.8562], [-3.4740, 3.9562, 2.2387], [-2.8616, 2.3478, 2.0281], [-5.0372, 1.1431, -0.6132], [-4.1378, 0.7155, 0.8520], [-6.0469, 1.1797, 2.3328], [-6.4882, 0.0774, 1.0507], [-8.1235, 2.0728, 1.3897], [-7.6043, 1.8608, -0.2687], [-7.6586, 4.6433, -0.8358], [-8.7613, 4.1890, 0.4897], [-7.6644, 5.4907, 0.7039], [-6.1734, 4.7713, 2.6366], [-7.7299, 4.0848, 2.7834], [-6.3768, 3.0776, 3.0235], [-2.8214, 4.0485, -0.3558], [-3.5981, 2.7976, -1.4376], [-2.5118, 2.2883, -0.2275], [-4.8660, 5.5036, -0.1696], [-2.5046, 0.5256, -6.7416], [-3.1519, 1.3674, -5.6441], [-3.1693, 2.8310, -6.1435], [-4.2109, 3.6857, -5.4676], [-5.5757, 3.1208, -5.6632], [-5.6688, 1.7109, -5.0666], [-4.5722, 0.9232, -5.5828], [-4.5923, -0.3921, -5.0816], [-5.6310, 1.7338, -3.5349], [-7.0198, 1.0222, -5.3782], [-2.4516, 1.3641, -4.3151], [-2.3763, -0.5375, -6.4748], [-1.5086, 0.9309, -6.9578], [-2.9871, 0.5865, -7.7177], [-2.1780, 3.2132, -5.8543], [-3.2507, 2.8717, -7.2049], [-4.2075, 4.7195, -5.8252], [-3.9388, 3.7761, -4.3781], [-5.8986, 3.0308, -6.6942], [-6.3351, 3.8189, -5.2144], [-6.6117, 2.0836, -3.1410], [-5.4903, 0.6990, -3.0870], [-4.8967, 2.4181, -3.1076], [-6.9494, 0.0295, -4.9501], [-7.8076, 1.6146, -4.9146], [-7.0976, 0.9540, -6.4806], [-1.3219, 1.3314, -4.3620], [-2.6664, 0.3821, -3.8577], [-2.8546, 2.1449, -3.6931], [-5.0225, -0.9492, -5.7533], [0.2541, -0.6093, -2.4451], [0.7634, -0.5452, -1.0417], [0.2587, 0.7909, -0.4302], [0.5735, 0.9169, 1.0517], [-0.1444, -0.2074, 1.8366], [0.1454, -1.6264, 1.2737], [0.0528, -1.5947, -0.2226], [0.3725, -2.9081, -0.6952], [1.4545, -2.1098, 1.8381], [-0.9363, -2.5077, 1.8100], [2.2894, -0.5814, -0.9903], [0.7307, 0.2277, -2.9409], [-0.8136, -0.3682, -2.4826], [0.4803, -1.5136, -2.9612], [0.8326, 1.5777, -0.8936], [-0.8045, 0.8976, -0.6497], [0.4124, 1.9402, 1.3576], [1.6570, 0.7622, 1.1598], [-1.2613, -0.0462, 1.7948], [0.1205, -0.1719, 2.9213], [1.7929, -3.1141, 1.5084], [2.2849, -1.4323, 1.6217], [1.3751, -2.0874, 2.9376], [-0.8075, -3.5671, 1.5441], [-0.8173, -2.3923, 2.8980], [-1.9250, -2.1363, 1.6212], [2.7308, 0.1374, -0.2973], [2.7682, -0.4494, -1.9685], [2.5441, -1.5797, -0.6528], [-0.4600, -3.1972, -1.1144], [-4.8577, -2.9857, -1.5106], [-4.2886, -1.6647, -1.9928], [-3.3622, -1.0720, -1.0100], [-3.6130, -1.9820, -3.2361], [-4.0077, -3.6303, -1.3925], [-5.6178, -3.4634, -2.1601], [-5.1939, -2.8557, -0.5102], [-5.0895, -0.9455, -2.1979], [-3.9185, -0.9303, -0.0819], [-2.9061, -0.1333, -1.3078], [-2.5678, -1.7690, -0.7869], [-3.7587, -1.2652, -3.8796], [-1.3291, -4.6880, -4.8456], [-1.7518, -4.7337, -3.3553], [-1.1352, -5.8276, -2.5557], [-1.2917, -3.5311, -2.6879], [-1.4235, -5.6389, -5.2877], [-0.2648, -4.4460, -4.9455], [-1.9404, -4.0230, -5.4156], [-2.8302, -4.8098, -3.4046], [-1.3874, -6.8140, -2.8626], [-1.4628, -5.6489, -1.5399], [-0.0489, -5.6202, -2.5750], [-1.9664, -2.8406, -2.7716], [0.9747, -6.8575, 1.6707], [1.2228, -6.6563, 3.1471], [0.2998, -5.5652, 3.6531], [1.0791, -7.8587, 3.9549], [1.7759, -7.5129, 1.2381], [1.0080, -5.9056, 1.1391], [-0.0060, -7.2629, 1.5424], [2.3084, -6.2619, 3.2629], [0.2920, -5.6050, 4.7702], [-0.7031, -5.9033, 3.3277], [0.6395, -4.5743, 3.3382], [1.6275, -8.5360, 3.5357]], "forces_ev_per_a": [[-0.304, 0.385, -1.130], [0.089, -0.784, 0.352], [0.326, 0.610, 0.943], [-0.372, 0.678, -0.248], [0.164, -0.299, 1.366], [0.780, -0.650, -0.399], [0.661, -0.482, 0.155], [-0.437, 1.195, -0.784], [-0.847, -0.491, -0.232], [0.203, -0.948, 0.016], [0.003, 0.168, 0.244], [-0.336, 0.019, 0.155], [-0.482, -2.209, 0.517], [0.395, 1.540, -0.112], [-0.141, 0.658, 0.896], [0.708, -0.553, -0.251], [-0.817, -0.983, -0.811], [-0.074, -0.693, -1.075], [1.917, -0.929, -1.825], [1.585, -1.034, 0.896], [0.565, 0.411, -0.331], [-0.095, 0.511, 0.476], [-0.812, 0.025, -0.764], [0.270, 0.293, -0.069], [-0.075, 0.186, 0.199], [0.166, 0.131, 0.146], [0.011, 1.046, -0.234], [0.681, -0.774, -0.555], [-0.538, 0.041, -0.279], [0.592, -0.159, 0.054], [-0.208, 0.835, -0.181], [-0.359, 0.323, 1.206], [-0.154, -0.126, 0.040], [-0.525, 0.098, 1.058], [-1.171, 0.678, 0.195], [0.082, 0.459, -0.266], [-0.606, 0.265, -0.091], [-0.894, -0.222, 0.185], [0.080, 0.916, 0.526], [1.132, -0.787, 0.261], [-0.970, 2.614, -0.039], [-1.020, -1.221, -0.374], [-0.363, -0.610, 0.415], [-0.503, 0.042, -0.748], [-0.043, -1.074, 0.645], [0.327, -0.316, -0.545], [0.292, 0.494, -0.090], [0.046, 0.256, 1.676], [-0.069, -0.293, 0.835], [1.002, -1.398, 0.153], [-0.216, -0.378, -0.139], [-0.527, -0.153, 0.035], [-0.117, 0.574, -0.213], [0.802, 0.035, -0.400], [-0.002, 0.366, -0.014], [0.086, 0.054, 0.521], [0.561, 0.539, -0.170], [0.174, 0.840, 0.164], [-0.373, -0.273, -0.009], [-0.168, -0.478, -0.582], [0.377, 0.063, -0.343], [-0.247, 0.510, -0.778], [0.486, -0.079, -0.372], [0.452, 0.202, -0.433], [-0.296, 0.144, 0.623], [-0.360, 0.379, 0.394], [-0.490, -0.157, -0.220], [0.145, 0.223, -0.133], [-0.122, -0.091, -0.008], [0.344, -0.067, -0.013], [0.655, 0.871, 0.053], [-0.987, -1.105, -1.353], [0.300, -0.904, -0.223], [-0.612, -0.515, 0.250], [0.373, 0.346, -1.062], [-1.109, 1.292, 0.288], [0.854, 0.386, -0.310], [-0.142, -1.823, -0.054], [0.902, -0.144, 0.566], [0.047, -0.086, 0.390], [0.831, -0.382, 0.795], [-0.252, -0.371, 0.477], [-0.094, 0.061, -0.573], [0.484, 0.023, 0.448], [0.194, 0.784, 0.603], [0.009, 0.021, 0.456], [-0.583, -0.136, 0.204], [0.189, 0.933, -0.213], [0.068, -0.231, 0.019], [-0.915, 0.491, 0.968], [0.499, 0.466, 0.372], [0.258, 0.175, -0.703], [-0.206, -0.256, -0.090], [-0.080, 0.116, -0.633], [-0.345, 0.689, 0.302], [0.293, -0.622, -0.717], [-0.677, 0.221, -0.263], [-0.209, 0.237, -0.151], [-0.077, -0.711, 0.094], [1.089, 1.719, 0.601], [-1.037, -0.626, -0.770], [-0.764, -1.308, -0.424], [0.096, 1.058, 0.613], [-1.199, -0.001, 0.079], [-0.394, 1.437, 0.579], [0.718, -2.546, 0.935], [0.762, 0.403, -0.105], [-0.371, -1.411, 1.211], [0.818, 0.387, -0.742], [1.567, 0.796, -0.145], [-0.053, -0.335, -0.523], [0.013, -0.422, -0.210], [-0.331, 0.137, 0.732], [-0.319, 0.347, 0.361], [0.716, 0.465, -0.496], [0.159, -0.373, -0.357], [0.554, -0.186, -0.566], [-0.092, -0.218, 0.390], [0.376, -0.090, 0.014], [0.382, -0.326, -0.245], [0.612, 0.307, -0.084], [-0.187, 1.230, -0.727], [-0.293, -0.430, -0.286], [-0.258, 0.045, 0.681], [-0.703, 0.055, -0.265], [-0.575, -0.260, -0.353], [-0.667, -0.084, 0.311], [-0.059, 0.087, -0.165], [-0.449, 0.328, -0.134], [-0.106, -0.102, -0.118], [-0.445, 1.045, 0.080], [0.056, 1.128, -0.176], [-0.879, 0.814, 0.351], [0.918, -1.404, 0.364], [-0.551, -1.034, -0.376], [0.270, 0.224, -0.490], [0.604, -0.032, 0.313], [0.206, 0.076, -0.025], [0.090, -1.133, -1.392], [-0.941, 0.154, -0.841], [0.399, 0.472, -0.174], [0.048, 0.287, 0.552], [0.351, -0.015, -0.008], [0.588, -0.241, 0.120], [-0.241, 0.017, 0.426], [-0.186, -0.242, -0.276], [-0.817, -0.509, -0.153], [0.808, 0.139, -0.069], [0.101, -0.045, 0.256], [-0.220, 0.427, -0.443], [0.157, -0.743, -0.035], [0.348, 0.031, 0.148], [-0.829, 0.313, 0.363], [0.245, 0.413, 0.718], [0.218, 0.452, 0.031], [-0.157, -0.417, -0.214], [0.156, -0.368, 0.671], [-0.124, 0.211, 0.261], [-0.177, -0.012, 0.193], [-0.319, -0.040, 0.729], [-0.315, -0.228, 0.621], [0.598, 1.168, -0.425], [-0.365, -1.228, 0.682], [0.119, -0.568, -0.017], [-0.725, 0.645, 1.146], [-0.131, 0.889, -0.806], [-0.561, -0.075, 0.276], [0.258, 0.351, -1.646], [1.838, -0.289, 0.688], [-0.842, 0.819, -1.838], [0.062, -0.497, 0.586], [-0.077, 0.216, 0.052], [-0.058, 0.322, -0.249], [-0.030, -0.464, -0.042], [0.228, -0.278, -0.461], [0.703, 0.688, 0.066], [-0.179, -0.210, -0.516], [0.276, 0.253, -0.249], [-0.070, -0.021, 0.120], [-0.343, -0.587, 0.001], [0.345, -0.868, 0.498], [0.181, 0.291, 1.475], [-0.268, -0.344, 0.135], [-0.664, 0.948, -0.108], [-0.862, -0.538, -1.298], [-0.372, -0.267, -0.269], [0.395, 0.004, 0.314], [-0.061, -0.367, 0.172], [1.138, 0.099, 0.328], [-0.424, 1.096, 0.331], [1.027, -0.772, -0.377], [-0.199, -0.065, 0.773], [-1.034, 0.624, -1.667], [-0.051, -0.381, 1.377], [0.775, 0.056, -0.555], [-0.407, 1.022, 0.179], [0.235, 0.307, -0.773], [-0.262, 0.133, -0.339], [-1.338, 0.725, 0.693], [0.830, 0.320, 0.040], [0.300, -0.848, -0.268], [0.182, 0.301, -0.472], [-0.082, -0.391, 0.343], [-0.166, 0.036, 0.210], [0.414, 0.069, -0.183], [0.249, 0.088, 0.050], [-0.110, -0.145, 0.078], [-0.180, -0.421, -0.130], [0.374, 0.105, -0.123], [0.151, -0.436, 0.491], [-0.431, -0.132, -0.087], [0.180, 0.459, 0.111], [0.358, 0.073, -0.249], [-0.043, -0.129, -0.242], [0.403, -0.637, 0.307], [-0.510, -0.907, -0.063], [-0.361, 0.357, 0.142], [0.239, 0.113, 0.211], [-0.170, -0.362, 0.338], [1.174, -0.333, 0.092], [-1.271, 0.970, -1.486], [0.981, 0.046, 1.031], [0.587, 0.734, 0.664], [-1.524, -0.083, 0.899], [-0.630, -0.034, 1.839], [0.624, -0.184, -1.661], [-0.509, -0.445, -0.015], [-0.705, -0.260, 1.428], [1.342, 0.459, -1.075], [1.106, -2.228, 0.403], [-0.111, 0.433, -0.005], [0.141, -0.127, 0.332], [-0.588, 0.044, 0.301], [-0.135, 0.024, -0.438], [-0.230, 0.009, -0.937], [0.288, -0.077, -0.165], [-0.512, -0.102, -0.861], [0.414, 0.141, -0.533], [0.491, -0.878, -0.045], [0.532, -0.127, -0.196], [-0.009, 1.301, -0.740], [0.086, -0.184, -0.069], [-0.476, -0.168, 0.076], [-0.146, -0.219, -0.273], [-0.420, -0.029, 0.494], [-1.194, 0.664, -0.218], [-0.039, 0.451, 0.292], [0.297, 0.227, 0.389], [0.309, 0.375, 0.174], [-0.423, 1.021, -0.083], [-0.857, 0.346, 1.886], [0.619, -0.470, 0.144], [0.203, -1.450, -0.155], [-0.745, 0.949, 0.106], [0.049, 1.117, -0.979], [0.027, 0.192, 0.064], [0.180, 0.531, 0.350], [1.351, -0.231, 0.417], [0.267, -0.585, 1.093], [0.177, -0.680, -0.098], [0.252, 0.174, -0.509], [0.006, -0.480, 0.025], [0.062, -0.759, -0.313], [-0.055, 0.431, -0.614], [-0.046, 0.133, 0.062], [-0.429, 0.132, 0.533], [-0.191, 0.146, 0.108], [0.945, -0.033, -0.069], [-0.100, -0.141, -0.729], [-0.546, 0.430, 0.126], [-0.033, 0.102, -0.139], [0.034, -0.315, -0.269], [-0.181, 0.365, 0.024], [-0.204, -0.499, -0.033], [-0.522, 0.030, -0.594], [-0.129, -0.113, -0.049], [-0.242, 0.112, 0.121], [0.383, -0.028, -0.014], [0.417, -0.132, -0.361], [0.113, 0.188, -0.360], [-0.777, -0.528, -1.668], [0.332, -0.185, 1.019], [0.122, 0.199, 0.383], [0.477, -0.734, -0.225], [0.462, 0.494, 0.348], [-0.881, 0.056, 0.880], [-0.090, -0.180, -0.129], [0.179, 0.091, -0.047], [-0.081, 0.189, -0.159], [0.438, -0.197, 0.068], [-0.054, -0.197, 0.170], [0.923, 0.208, 1.417], [0.526, 0.861, -1.390], [0.913, 0.987, 0.397], [-0.694, -0.284, -0.225], [-0.347, -1.446, -0.492], [-0.260, 0.210, 0.131], [-0.274, 0.754, -0.277], [-0.487, 0.236, 0.611], [-0.069, -0.802, -0.364], [-0.027, -0.334, 0.430], [-0.322, -0.582, 0.084], [-0.231, 0.102, -0.416], [1.411, -0.537, -0.114], [2.149, 0.920, 0.435], [-0.302, -1.350, 1.495], [-0.023, 0.836, -0.867], [-0.880, 0.385, 0.123], [0.148, 0.064, 0.011], [-0.636, -0.553, -0.285], [-1.364, -0.687, -0.049], [0.020, 0.212, -0.732], [0.150, 0.941, 0.058], [-0.446, -0.246, -0.227], [-0.156, 0.118, 0.119]], "mulliken_charge": [0.145, 0.182, -0.662, -0.455, 0.503, -0.380, -0.230, 0.498, 0.386, -1.861, 1.956, -1.552, -0.537, -0.784, 2.816, -0.045, -0.460, -2.221, -2.708, -1.417, 0.362, 0.490, 0.378, 0.469, 0.405, 0.431, 0.222, 0.308, -0.051, 0.817, 0.326, 0.228, 0.567, -0.188, 0.916, 0.265, 0.405, 0.114, 0.361, -2.085, 1.922, -1.688, 0.211, -1.306, 3.341, -0.085, -0.446, -1.218, -0.865, -1.622, 0.483, 0.391, 0.439, 0.499, 0.433, 0.517, -0.472, 0.485, -0.434, 0.359, -0.149, 0.039, 0.492, -0.389, -0.081, 0.437, 0.356, 0.149, 0.321, -1.604, 2.289, -1.498, -0.479, -1.465, 1.838, -0.049, -0.228, -1.409, -1.459, -0.895, 0.506, 0.658, -0.478, 0.489, 0.332, 0.416, 0.281, 0.407, 0.313, -0.491, 0.324, 0.925, -0.034, 0.383, 0.380, 0.955, -0.527, -0.046, -0.236, -1.774, 2.147, -1.137, -1.269, 0.655, 1.768, 1.903, -0.764, -0.470, -1.713, -2.347, 0.335, 0.342, 0.354, -0.414, 0.791, 0.591, 0.298, 0.044, -0.781, 0.511, -0.293, -0.602, 0.370, 0.248, 0.419, -0.216, 0.716, 0.381, -0.129, -2.160, 2.102, -0.716, 2.002, -1.730, 2.068, 0.103, -0.491, -1.768, -2.098, -1.907, 0.422, 0.569, 0.296, 0.044, 0.006, -1.154, -0.446, 0.490, 0.438, 0.147, 0.475, 0.350, 0.376, 0.454, 0.473, 0.463, 0.431, 0.219, 0.377, -0.588, 1.482, -1.026, -0.293, -1.467, 2.055, -0.125, -0.182, -1.729, -2.089, 0.646, 0.394, 0.363, -0.518, -0.251, 0.552, 0.457, 0.072, 0.366, 0.463, 0.318, 0.227, 0.544, 0.399, 0.501, 0.319, -0.006, -0.574, -0.189, 0.318, -1.747, 4.120, 0.854, -1.132, -1.722, 1.985, 0.138, -0.511, -1.937, -1.875, -0.372, 0.272, 0.127, 0.267, -0.399, -1.023, 0.351, 0.492, 0.524, 0.299, 0.311, 0.449, 0.433, 0.244, 0.481, 0.431, 0.380, -0.959, -0.707, 0.297, -1.964, 2.546, -0.884, 0.124, -1.605, 1.876, 0.098, -0.601, -0.882, -1.925, 1.736, 0.217, 0.326, 0.453, -0.464, 0.834, 0.533, -0.254, 0.327, 0.383, 0.772, -0.430, -0.307, 0.380, 0.380, 0.446, -0.263, -1.373, -0.843, 0.324, 0.048, 2.935, 1.034, 0.789, -1.438, 1.378, 0.702, 1.461, -0.114, -2.038, 0.661, -0.180, -0.885, -0.157, -0.816, -0.812, 0.122, -1.549, -0.415, 0.737, -0.668, -0.442, 0.909, 0.248, 0.939, 0.054, -1.270, 0.531, -1.240, -0.372, -1.956, 1.321, 1.530, -0.542, 0.270, 0.373, 0.370, -0.010, -1.021, -0.678, 0.335, -0.096, -1.273, 0.877, -1.132, 0.628, 0.569, -0.099, 0.297, 0.309, 0.541, 0.299, -0.152, -0.771, -1.206, 1.457, -0.894, -0.637, 0.433, -0.150, 0.486, -0.501, 0.498, 0.281, -0.204, 0.391], "max_force_ha_per_bohr": 0.0546, "homo_energy_ev": -8.275, "homo_lumo_gap_ev": 8.80, "lumo_ev": 0.5}